ORCA calculation (ωB97M-V/def2-TZVPD) on a structure of composition C3H5N3S at a distorted geometry.

F_max in eV Å⁻¹: 4.01
Molecular weight in u: 115.161
Total charge: 0
Relative energy (zero: lowest compared OMol25 entry of this formula, charge and spin) in kcal/mol: 28.0
E_LUMO in hartree: 0.03369
HOMO level in eV: -7.47

CARTESIAN COORDINATES (ANGSTROEM)
1 S -0.691 -2.329 0.384
2 N -0.366 -1.234 1.525
3 N 0.306 1.036 1.795
4 N 0.361 0.857 -1.511
5 C 0.047 -0.099 1.016
6 C -0.432 -1.359 -0.987
7 C 0.024 -0.142 -0.637
8 H -0.658 -1.594 -1.945
9 H 0.065 1.960 1.524
10 H 0.167 0.684 -2.503
11 H 1.162 1.390 -1.415
12 H 0.015 0.831 2.754